## i
Formula: C4H8ClN
Source: the Open Molecules 2025 dataset
Level of theory: ωB97M-V/def2-TZVPD

CARTESIAN COORDINATES (ANGSTROEM)
C -0.654 1.203 -0.467
C -0.612 -0.211 0.137
C -1.482 -1.139 -0.179
C 0.497 -0.542 1.091
H -2.478 2.009 -0.082
H -1.828 2.428 -1.464
H -0.061 1.129 -1.401
H -0.122 1.929 0.177
H -2.283 -0.797 -0.820
H -1.441 -2.095 0.303
H 0.568 0.237 1.966
H 0.288 -1.530 1.528
N -2.012 1.574 -0.892
Cl 2.056 -0.600 0.150

* E_HOMO: -0.3558 Ha
* gap between HOMO and LUMO: 10.58 eV
* SMILES string: C=C(CN)CCl
* total charge: 0

These are the Mulliken partial charges, in e, on atoms 1 to 8: C -0.51; C 0.53; C -1.06; C -0.53; H 0.22; H 0.28; H 0.29; H 0.32

***

## ii
Formula: C4H8ClN
Source: the Open Molecules 2025 dataset
Level of theory: ωB97M-V/def2-TZVPD

CARTESIAN COORDINATES (ANGSTROEM)
C 0.763 0.143 1.404
C -0.150 -1.468 -1.593
C -1.155 0.888 -0.922
C -0.854 -0.414 -0.742
N 0.867 1.110 2.090
Cl 2.387 1.378 3.388
H 1.280 -0.701 1.767
H 0.936 -1.535 -1.444
H -0.313 -1.137 -2.660
H -0.588 -2.397 -1.479
H -1.477 1.446 -0.014
H 0.564 1.990 1.957
H -0.818 1.519 -1.792
H -1.442 -0.820 0.039

* E_HOMO: -0.3129 Ha
* gap between HOMO and LUMO: 7.96 eV
* total charge: 0

These are the Mulliken partial charges, in e, on atoms 1 to 8: C -0.02; C -0.96; C -0.63; C -0.16; N -0.20; Cl -0.32; H 0.27; H 0.24

***

Quick one: most stable of them? i

***

## i
Formula: C8H19NO
Source: the Open Molecules 2025 dataset
Level of theory: ωB97M-V/def2-TZVPD

CARTESIAN COORDINATES (ANGSTROEM)
C -2.424 1.480 0.014
C -2.250 2.825 0.731
C -3.387 0.488 0.656
H -2.704 1.764 -1.002
H -1.459 1.000 -0.166
H -2.807 3.595 0.204
H -3.780 0.841 1.619
H -1.210 3.095 0.940
H -2.593 2.869 1.773
H -4.369 0.505 0.173
H -2.975 -0.506 0.782
C 1.763 -0.317 0.548
C 3.288 -0.466 0.873
C 1.550 -2.746 0.443
C 0.730 -0.011 -2.161
C 0.726 -1.353 -1.486
O 0.325 -2.321 -2.124
N 1.424 -1.506 -0.347
H 1.016 -0.487 1.318
H 1.541 0.565 -0.009
H 3.728 0.474 0.556
H 3.599 -1.198 0.137
H 2.492 -3.190 0.163
H 0.258 0.001 -3.142
H 3.377 -0.844 1.883
H 1.686 -2.565 1.501
H 0.671 -3.265 0.116
H 0.082 0.791 -1.782
H 1.702 0.481 -2.214

* E_HOMO: -0.3351 Ha
* gap between HOMO and LUMO: 9.85 eV
* SMILES string: CCN(C)C(C)=O.CCC
* total charge: 0

These are the Mulliken partial charges, in e, on atoms 1 to 8: C 0.83; C -1.18; C -1.20; H 0.37; H -0.74; H 0.28; H 0.33; H 0.31

***

## ii
Formula: C8H19NO
Source: the Open Molecules 2025 dataset
Level of theory: ωB97M-V/def2-TZVPD

CARTESIAN COORDINATES (ANGSTROEM)
C -1.695 -0.011 -0.014
C -1.942 -1.476 -0.362
C -2.780 0.870 -0.621
C -1.643 0.170 1.500
H -0.640 0.267 -0.416
H -3.756 0.599 -0.218
H -1.497 1.217 1.759
H -1.160 -2.107 0.056
H -2.893 -1.813 0.050
H -1.968 -1.620 -1.442
H -2.610 1.920 -0.386
H -2.828 0.749 -1.701
H -2.570 -0.168 1.963
H -0.815 -0.400 1.917
C 2.215 0.434 -1.739
C 1.689 1.588 0.300
N 1.540 0.359 -0.452
C 1.819 -0.873 0.296
C 2.161 -0.958 1.579
O 1.497 -2.019 -0.378
H 0.982 -1.802 -1.164
H 2.210 -0.532 -2.240
H 1.318 2.412 -0.309
H 1.702 1.155 -2.378
H 3.265 0.731 -1.622
H 2.729 1.792 0.585
H 1.076 1.528 1.196
H 2.481 -0.110 2.152
H 2.111 -1.904 2.086

* E_HOMO: -0.3090 Ha
* gap between HOMO and LUMO: 9.16 eV
* SMILES string: C=C(O)N(C)C.CC(C)C
* total charge: 0

These are the Mulliken partial charges, in e, on atoms 1 to 8: C 1.91; C -1.67; C -1.55; C -1.54; H -0.37; H 0.34; H 0.33; H 0.36

***

## iii
Formula: C8H19NO
Source: the Open Molecules 2025 dataset
Level of theory: ωB97M-V/def2-TZVPD

CARTESIAN COORDINATES (ANGSTROEM)
C -1.223 -2.331 -0.740
C -1.446 -1.182 0.192
C -2.963 0.786 0.455
C 2.745 -1.832 -0.148
C 2.227 -0.447 0.658
C 1.598 0.595 -0.176
C 0.738 1.633 0.519
C 0.259 2.745 -0.495
H -1.542 -2.003 -1.769
H -1.694 -3.371 -0.507
H -0.212 -2.493 -0.453
H -3.222 -0.752 -1.155
H -3.310 0.050 1.577
H -2.245 1.889 0.922
H -4.107 0.847 0.162
H 1.915 -1.679 -1.079
H 3.927 -1.690 -0.165
H 2.432 -3.034 0.411
H 2.958 -0.017 1.379
H 1.316 -0.314 1.495
H 2.168 1.264 -0.892
H 0.797 0.183 -0.764
H 1.266 2.230 1.309
H -0.063 1.025 0.836
H -0.142 2.383 -1.514
H -0.195 3.646 -0.072
H 1.235 3.265 -0.938
N -2.209 -0.104 -0.379
O -1.010 -1.291 1.329

* E_HOMO: -0.3562 Ha
* gap between HOMO and LUMO: 9.59 eV
* total charge: 0

These are the Mulliken partial charges, in e, on atoms 1 to 8: C -0.97; C 0.74; C -0.67; C -0.89; C -0.26; C -0.41; C -0.23; C -1.33

***

Quick one: most stable of them? ii

***

## i
Formula: C3H9N2
Source: the Open Molecules 2025 dataset
Level of theory: ωB97M-V/def2-TZVPD

CARTESIAN COORDINATES (ANGSTROEM)
C 2.162 0.312 -0.577
C 1.154 -0.504 -0.319
C -0.093 -0.246 0.461
N -0.170 0.692 1.403
N -1.067 -1.072 0.298
H 2.918 -0.009 -1.225
H 2.147 1.236 -0.013
H 1.093 -1.543 -0.624
H -2.042 0.646 -1.452
H 0.674 1.201 1.643
H -0.978 1.086 1.798
H -2.705 0.976 -1.948
H -1.989 -0.981 0.921
H -1.103 -1.796 -0.366

* E_HOMO: -0.5659 Ha
* gap between HOMO and LUMO: 10.92 eV
* total charge: +1

These are the Mulliken partial charges, in e, on atoms 1 to 8: C -0.65; C -0.28; C 0.96; N -0.38; N -0.36; H 0.31; H 0.17; H 0.26

***

## ii
Formula: C3H9N2
Source: the Open Molecules 2025 dataset
Level of theory: ωB97M-V/def2-TZVPD

CARTESIAN COORDINATES (ANGSTROEM)
C 2.113 -0.030 -0.046
C -0.345 -1.283 -0.147
C -1.362 0.959 0.284
N 1.019 0.594 -0.164
N -0.311 0.155 -0.319
H 2.225 -1.065 -0.084
H 2.893 0.729 0.047
H -1.304 -1.665 -0.475
H 0.353 -1.715 -0.912
H -0.151 -1.649 0.849
H -1.546 0.461 1.167
H -0.798 1.896 0.533
H -2.191 1.093 -0.395
H 1.050 1.605 -0.353

* E_HOMO: -0.5316 Ha
* gap between HOMO and LUMO: 9.80 eV
* SMILES string: C=[NH+]N(C)C
* total charge: +1

These are the Mulliken partial charges, in e, on atoms 1 to 8: C -0.09; C -1.16; C -0.74; N -0.07; N 0.02; H 0.29; H 0.27; H 0.36

***

Quick one: most stable of them? i

***

## i
Formula: C3H9N2
Source: the Open Molecules 2025 dataset
Level of theory: ωB97M-V/def2-TZVPD

CARTESIAN COORDINATES (ANGSTROEM)
C -1.239 -0.555 0.870
C -0.951 -0.084 -0.556
N 0.390 -0.588 -0.876
C 1.446 0.204 -0.190
N 0.878 1.194 0.586
H -1.459 -1.619 0.780
H -2.161 -0.072 1.196
H -0.535 -0.230 1.664
H -1.045 1.007 -0.709
H -1.647 -0.543 -1.261
H 0.499 -0.459 -1.882
H 2.098 -0.453 0.424
H 1.654 1.728 1.013
H 2.072 0.471 -1.059

* E_HOMO: -0.5690 Ha
* gap between HOMO and LUMO: 6.78 eV
* total charge: +1

These are the Mulliken partial charges, in e, on atoms 1 to 8: C -0.99; C -0.35; N -0.27; C -0.31; N -0.30; H 0.31; H 0.34; H 0.34

***

## ii
Formula: C3H9N2
Source: the Open Molecules 2025 dataset
Level of theory: ωB97M-V/def2-TZVPD

CARTESIAN COORDINATES (ANGSTROEM)
C -0.014 -1.710 -0.704
C -1.479 0.174 -0.662
N -0.371 -0.326 -0.324
H -0.318 -2.396 0.082
H 1.065 -1.777 -0.830
H -0.495 -1.977 -1.642
H -1.732 1.183 -0.367
H -2.191 -0.363 -1.274
C 0.609 0.324 0.933
N 1.077 1.558 0.734
H -0.151 0.247 1.696
H 1.330 -0.473 0.939
H 1.873 1.723 0.146
H 0.457 2.338 0.855

* E_HOMO: -0.5473 Ha
* gap between HOMO and LUMO: 10.52 eV
* SMILES string: C=[N+](C)CN
* total charge: +1

These are the Mulliken partial charges, in e, on atoms 1 to 8: C -0.91; C -0.10; N 0.06; H 0.37; H 0.33; H 0.36; H 0.25; H 0.28

***

## iii
Formula: C3H9N2
Source: the Open Molecules 2025 dataset
Level of theory: ωB97M-V/def2-TZVPD

CARTESIAN COORDINATES (ANGSTROEM)
C 0.022 -1.283 -0.679
C -0.275 -0.037 0.071
C 0.527 1.029 0.159
N 1.648 1.130 -0.614
N -1.335 -0.116 1.123
H 0.249 -1.067 -1.702
H -0.891 -1.847 -0.865
H 0.810 -1.851 -0.192
H 0.295 1.915 0.734
H 1.756 0.534 -1.382
H 1.972 2.062 -0.810
H -1.626 0.798 1.471
H -0.976 -0.674 1.894
H -2.175 -0.593 0.794

* E_HOMO: -0.4777 Ha
* gap between HOMO and LUMO: 9.39 eV
* SMILES string: C/C([NH3+])=C\N
* total charge: +1

These are the Mulliken partial charges, in e, on atoms 1 to 8: C -1.47; C 0.57; C -0.42; N -0.41; N -0.27; H 0.43; H 0.41; H 0.33

***

Quick one: most stable of them? iii